1.
{"formula": "C4H9NS", "method": "wB97M-V/def2-TZVPD", "symbols": ["C", "C", "C", "C", "H", "H", "H", "H", "H", "H", "H", "H", "H", "N", "S"], "coordinates": [[1.156912, -0.656969, 0.511321], [0.114737, 0.253725, -0.178241], [-1.291197, 0.074714, 0.422028], [-2.394205, -0.334739, -0.243342], [2.185781, -0.813169, -1.210693], [2.922810, 0.151964, -0.114350], [0.733017, -1.625677, 0.592088], [1.369681, -0.204942, 1.482508], [-0.010199, 0.016876, -1.248453], [-0.663136, 2.467395, -0.360248], [-1.405519, 0.323754, 1.482896], [-2.387023, -0.663200, -1.277450], [-3.345426, -0.300947, 0.297274], [2.419567, -0.722308, -0.198339], [0.594206, 2.033523, 0.043008]], "atomic_forces_ev_per_a": [[0.2075, 1.9236, -0.4617], [-1.5003, -0.2493, 0.4892], [-0.3259, -0.2444, -0.5251], [0.9404, 0.5981, 1.0311], [0.5692, -0.0167, 0.9773], [0.0223, 0.0527, 0.0259], [-0.3256, -0.9786, 0.2956], [-0.2475, -0.4466, 0.2484], [0.5004, 0.1012, 0.2678], [1.1709, -0.1343, 0.3436], [0.1515, 0.0806, -0.3254], [0.0210, 0.1774, 0.0328], [0.2896, -0.3104, -0.3461], [-0.1904, -0.2698, -1.4303], [-1.2832, -0.2835, -0.6233]], "lowdin_charge": [-0.3349, -0.6610, -0.2426, 0.0040, 0.0841, 0.0505, 0.0989, 0.1085, 0.0987, -0.1032, 0.1009, 0.0542, 0.0549, -0.0153, 0.7023], "e_tot_ev": -16618.303, "smiles": "C=C[C@@H](S)CN", "charge": 0, "e_above_lowest_kj_mol": 111.1, "gap_ev": 9.9811, "e_lumo_ev": 0.88, "spin_multiplicity": 1, "homo_energy_ev": -9.10}


2.
{"formula": "C4H9NS2", "method": "wB97M-V/def2-TZVPD", "symbols": ["C", "C", "C", "C", "H", "H", "H", "H", "H", "H", "H", "H", "H", "N", "S", "S"], "coordinates": [[0.311325, 1.570802, 1.546028], [1.454872, -0.762481, -0.413916], [0.021049, -1.054937, -0.719263], [-0.612376, 0.305386, -1.230872], [-0.480219, 0.907341, 2.305326], [0.866182, 2.401673, 2.279720], [-0.138422, 2.059022, 0.439573], [0.103977, -1.673008, -1.572713], [-0.522005, 1.222560, -0.643471], [-1.657542, 0.402508, -1.468153], [0.055733, 0.496792, -2.165144], [-1.980326, -1.113256, 0.273616], [-0.881525, -2.308035, 0.914361], [-0.801293, -1.309192, 0.527734], [1.586751, 0.307017, 1.189348], [2.673819, -1.452190, -1.262174]], "atomic_forces_ev_per_a": [[-1.7360, 0.3587, 0.9035], [-0.0481, 0.6995, 1.8601], [-2.3691, 2.8618, 1.6609], [2.7101, 0.5661, -2.4455], [1.6764, 2.4744, -2.6777], [-1.3891, -2.2045, -2.2848], [1.2870, -1.0261, 4.4264], [-0.8923, -1.5378, -0.5601], [0.5608, -1.0217, 0.0161], [-0.5455, -1.1687, -0.4914], [-1.5857, 0.1017, 1.1309], [4.6988, -0.6900, 0.6969], [0.8088, 1.7217, -1.1131], [-4.3492, -1.4973, -0.8843], [1.9379, -0.6653, -1.4214], [-0.7647, 1.0276, 1.1835]], "lowdin_charge": [-0.4874, -1.0097, -0.5399, -0.0948, 0.0880, 0.0741, 0.0826, 0.0788, -0.0043, 0.0657, 0.1157, 0.1727, 0.0881, -0.0442, 0.7297, 0.6849], "e_tot_ev": -27450.142, "smiles": "CSC(=S)[C@H](C)N", "charge": 0, "e_above_lowest_kj_mol": 444.1, "gap_ev": 8.1901, "e_lumo_ev": -0.37, "spin_multiplicity": 1, "homo_energy_ev": -8.56}


3.
{"formula": "C4H9NS3", "method": "wB97M-V/def2-TZVPD", "symbols": ["C", "C", "C", "C", "H", "H", "H", "H", "H", "H", "H", "H", "H", "N", "S", "S", "S"], "coordinates": [[0.825306, 1.673316, -1.526722], [0.537127, 0.189830, 0.772406], [0.971161, -1.006195, 0.112241], [-2.213483, -0.558421, 1.546882], [0.689877, 2.792331, -1.899954], [1.996519, 1.434690, -1.359265], [0.201649, 0.800795, -2.396772], [1.305151, 0.834450, 1.428200], [1.673940, -1.582060, 0.643226], [1.708114, -0.247996, -0.430891], [-0.154617, -1.263302, -1.474636], [-0.796958, -1.972963, -0.089325], [-2.468153, -0.491832, 0.530001], [0.076873, -1.810880, -0.722912], [-0.236439, 1.822684, -0.017731], [-0.759146, 0.322634, 2.137375], [-3.356920, -0.937081, 2.747879]], "atomic_forces_ev_per_a": [[-0.9867, 0.5729, -2.3621], [-2.5663, 5.9344, 5.1439], [1.8731, 1.8792, -2.9385], [-0.7169, 1.2410, 4.5141], [0.6789, -2.5496, -0.0451], [-2.9486, 0.5530, -0.3929], [2.3992, 2.9049, 2.6386], [-0.7321, -2.2618, -1.7236], [0.4415, -0.8241, 1.2000], [-0.6533, -2.6002, -0.7536], [-1.2162, 1.4052, -2.2941], [1.8416, 0.2126, -1.9070], [-0.0518, -0.3423, -1.4503], [-0.5646, -1.0329, 4.4340], [2.2705, -2.8575, -1.6147], [-0.8533, -2.5002, -0.1497], [1.7849, 0.2653, -2.2992]], "lowdin_charge": [-0.4938, -0.8091, -0.3534, -0.9716, 0.0339, 0.0719, 0.1340, 0.0972, 0.1049, 0.1160, 0.0034, 0.1064, -0.0183, 0.0505, 0.6774, 0.7203, 0.5303], "e_tot_ev": -38284.892, "charge": 0, "e_above_lowest_kj_mol": 449.3, "gap_ev": 7.8669, "e_lumo_ev": -0.75, "spin_multiplicity": 1, "homo_energy_ev": -8.61}